C24H36F6HfN3O21 | ωB97M-V/def2-TZVPD

As for the total energy: -3327.2912 Ha. As for the charge: -1. The HOMO-LUMO gap comes out at 7.172 eV.

Atoms and positions in Å:
Hf 0.09733 -0.09173 0.03377
C -3.22698 1.14791 1.66063
O -4.18334 0.14303 1.24083
O -2.04058 0.85219 0.97846
C -3.76490 2.73238 1.59822
F -3.00610 3.65021 2.22193
F -4.15112 3.16419 0.38515
F -4.92568 2.80540 2.18105
C -5.53166 0.10617 1.75991
C -6.03844 -1.29686 1.66770
H -6.92835 -1.36909 2.29296
H -6.33607 -1.52352 0.64392
H -5.32113 -2.01648 2.06232
H -6.30277 0.71946 1.29369
H -5.48239 0.36818 2.81681
H -3.03296 1.07271 2.73058
C 1.50046 -1.70226 -3.17144
O 1.90106 -3.00181 -2.69580
O 0.89789 -1.03760 -2.07532
C 2.68912 -0.95137 -3.99818
F 2.95255 -1.57485 -5.15040
F 2.23011 0.31989 -4.24884
F 3.76244 -0.86565 -3.19621
C 1.91173 -4.09379 -3.60867
C 0.41671 -4.61223 -3.77220
H -0.18007 -3.98487 -4.43429
H 0.47498 -5.63450 -4.14592
H -0.04921 -4.65343 -2.78766
H 2.44228 -4.97122 -3.23888
H 2.49891 -3.88495 -4.50294
H 0.69368 -1.84338 -3.89068
N -0.62215 -0.73269 3.56178
O -1.35297 -1.70446 3.73968
O -0.16796 -0.80835 2.39706
O -0.38993 0.21498 4.27146
N 0.62625 2.61485 -2.38414
O 1.74165 3.09362 -2.36304
O 0.40524 1.73494 -1.60356
O -0.16499 2.94223 -3.27570
N -2.25455 -2.79048 0.15524
O -1.27491 -2.11423 -0.10217
O -2.87925 -3.38620 -0.62437
O -2.47813 -2.93338 1.35458
O 2.53211 0.61997 -0.31220
C 3.64993 1.05896 -0.10510
O 4.69938 0.33338 0.42660
C 5.80840 1.17880 0.87285
C 5.08026 2.45079 1.14892
C 3.97458 2.46242 0.08471
H 6.67445 1.20252 0.21140
H 6.28477 0.82338 1.78655
H 5.64916 3.30930 0.79196
H 4.57291 2.52025 2.11114
H 4.40760 2.78161 -0.86328
H 3.17259 3.19276 0.19198
O -1.79472 -0.00472 -1.74061
C -2.90998 0.25704 -2.18478
O -3.08934 1.45409 -2.81908
C -4.40675 1.56489 -3.24760
C -5.04968 0.15465 -2.97220
C -4.16374 -0.35114 -1.86710
H -4.42709 1.79845 -4.31209
H -4.75273 2.40569 -2.64638
H -4.80377 -0.43137 -3.85776
H -6.11328 0.03271 -2.76735
H -4.16967 -1.44064 -1.83428
H -4.55755 -0.12510 -0.87618
O 1.61496 -1.65911 0.62733
C 2.39603 -2.54327 1.00626
O 2.79925 -2.57115 2.26076
C 3.83317 -3.49726 2.55454
C 4.15665 -4.07394 1.25077
C 3.11705 -3.58734 0.23619
H 3.60016 -4.16878 3.38090
H 4.67635 -2.93716 2.95883
H 4.29755 -5.15429 1.28383
H 5.12157 -3.65441 0.96615
H 2.49962 -4.46130 0.02864
H 3.51650 -3.23170 -0.71358
O 0.51554 1.98784 1.35833
C 0.55156 3.06250 1.88737
O 1.12381 4.20452 1.35989
C 0.97859 5.35169 2.15623
C 0.48534 4.72613 3.49931
C 0.14228 3.22728 3.32066
H 0.17867 5.99569 1.79086
H 1.91882 5.85939 2.37140
H -0.18281 5.37611 4.06430
H 1.41206 4.76226 4.07201
H -0.92187 2.99671 3.27041
H 0.74552 2.63790 4.01119

C16H22Br5N2OP3S | ωB97M-V/def2-TZVPD

As for the total energy: -15099.4421 Ha. As for the charge: 0. The HOMO-LUMO gap comes out at 6.410 eV.

Atoms and positions in Å:
C 3.07936 2.43778 1.18033
C 2.85419 2.74110 -0.40897
C 1.37337 2.39835 -1.00403
Br 1.50191 2.05979 -3.01229
C 0.62490 1.08980 -0.37424
C -1.00580 1.22876 -0.03329
P -2.02925 2.83968 -0.35274
C -2.94337 3.15272 1.33921
C -1.71949 3.44889 2.43126
C -3.27971 2.33709 -1.71594
C -3.03513 3.14986 -3.14820
C -1.89669 -0.04056 0.58728
C -1.07911 -1.43312 0.85982
P -2.09763 -2.93162 1.56218
O -2.65344 -3.92792 0.20861
Br -3.95238 -2.21385 2.66611
C 0.55009 -1.65528 0.55103
N 1.08682 -3.01633 0.89963
C 2.55136 -3.01088 0.55657
C 3.42483 -1.81221 -0.11463
P 5.31955 -2.13441 -0.43865
S 6.47066 -0.82048 0.46063
N 2.80593 -0.48754 -0.44204
C 1.35060 -0.38753 -0.08363
H 2.54521 1.48689 1.60013
H 2.80842 3.33931 1.87514
H 4.24825 2.24288 1.32415
H 3.21664 3.85966 -0.61164
H 3.62520 2.04746 -1.00018
H 0.73977 3.40215 -0.92278
H -3.59671 2.23330 1.65844
H -3.63884 4.10227 1.17475
H -2.13111 3.91505 3.42794
H -1.14093 2.43717 2.56823
H -1.05610 4.30306 1.92992
H -3.17884 1.18489 -1.97068
H -4.36912 2.50195 -1.32210
H -2.54204 2.42303 -3.93091
H -4.04622 3.59226 -3.58089
H -2.33189 4.07247 -2.88107
H -3.06362 0.04877 0.79523
H -2.92668 -3.31905 -0.53869
H 3.14617 -4.01574 0.80776
H 5.58532 -2.16661 -1.87181
H 5.65117 -3.45761 0.09069
C -0.98534 -7.50584 -0.05250
Br -2.72117 -7.43461 -0.92786
Br 0.29487 -8.56102 -1.06835
Br -0.30290 -5.72861 0.34746
H -1.13107 -8.01553 0.90563

Question: Among the records above, which one has the highest HOMO-LUMO gap?
Answer: C24H36F6HfN3O21